# 1
{"formula": "C10H23NO9V", "method": "wB97M-V/def2-TZVPD", "e_tot_ev": -56316.6652, "max_force_ev_per_a": 4.5, "orbital_gap_ha": 0.07837, "multiplicity": 1, "charge": -5, "species": ["O", "V", "O", "O", "C", "C", "O", "H", "H", "H", "H", "O", "C", "C", "O", "H", "H", "H", "H", "O", "C", "C", "O", "H", "H", "H", "H", "C", "C", "C", "O", "C", "N", "H", "H", "H", "H", "H", "H", "H", "H", "H", "H", "H"], "positions_angstrom": [[31.32602, 9.53736, -0.62322], [32.79860, 10.07715, -0.27796], [33.38997, 11.07356, -1.36462], [33.04097, 10.71073, 3.69113], [31.99386, 10.42642, 4.56584], [31.57142, 11.10942, 5.95076], [32.53441, 11.26639, 6.96950], [32.24208, 9.39863, 4.83067], [31.14254, 10.26117, 3.90548], [30.60219, 10.71769, 6.25932], [31.16488, 12.06823, 5.62903], [37.84395, 11.49866, -7.26600], [36.83259, 10.45819, -7.29847], [35.85045, 10.08846, -6.11885], [36.38487, 9.50224, -4.96046], [37.38142, 9.53285, -7.47352], [36.31520, 10.55038, -8.25341], [35.20421, 9.35049, -6.59412], [35.08730, 10.85854, -6.00618], [35.59697, 3.85001, -1.10388], [34.68475, 3.98702, -0.02079], [34.45187, 5.41098, 0.56059], [34.46874, 6.49654, -0.35571], [35.03318, 3.31184, 0.76077], [33.74052, 3.53652, -0.32671], [35.22159, 5.54726, 1.32025], [33.47447, 5.32782, 1.03585], [37.03875, 3.76106, -7.64424], [36.53847, 4.80011, -6.60221], [35.02386, 4.57424, -6.39582], [34.50599, 5.45715, -5.33939], [33.02494, 5.42795, -5.33303], [37.31647, 4.84740, -5.43113], [37.09250, 2.73870, -7.27012], [38.06546, 4.04832, -7.87104], [36.45233, 3.79905, -8.56225], [36.70709, 5.74697, -7.11517], [34.86843, 3.50478, -6.25371], [34.41472, 4.88290, -7.24540], [32.70535, 4.38739, -5.38944], [32.58211, 6.00600, -6.14412], [32.76045, 5.79949, -4.34302], [37.60027, 3.89412, -5.25556], [38.18010, 5.32052, -5.65558]], "atomic_forces_ev_per_a": [[0.5129, 0.5742, -0.1205], [0.1350, -0.9728, 0.6008], [-0.5320, -0.1594, 0.2779], [0.0098, 1.5826, 0.1491], [0.9627, -1.6852, -0.2277], [2.3854, 1.3887, -0.3524], [-1.3885, -0.5540, -0.8753], [-0.1948, -1.0217, 0.9233], [-1.4330, 0.4175, 0.2058], [-0.5385, -1.5156, 0.3406], [0.0576, 1.5259, -0.4024], [-1.7250, -0.8419, 0.2208], [2.7336, 1.2503, 0.2566], [1.3943, -1.1791, 1.0922], [-0.6104, 1.4818, -1.7612], [0.2948, -0.9754, 0.2439], [-1.3194, 0.3047, -0.4779], [-0.4363, -1.0945, -0.9032], [-0.0237, 1.3164, 0.7108], [-1.1428, 0.0011, 1.8955], [2.2930, -1.0883, -3.6629], [0.3023, 2.3508, -1.4538], [-0.5940, -1.5288, 1.3289], [0.0894, 0.0132, 1.2849], [-1.0801, 0.1980, -0.1821], [0.3059, 0.1373, 0.4284], [-0.4661, 0.0200, 0.4645], [0.2742, 0.4567, 0.2113], [-1.1967, 0.2839, -2.2423], [-0.2794, 2.1518, 1.3253], [-1.0734, -1.5954, -1.2315], [2.3175, -0.3656, 0.7840], [0.7577, -0.7728, 0.6658], [-0.2998, -0.1579, 0.1968], [0.1247, -0.0298, -0.2597], [-0.0773, -0.1089, -0.1187], [-0.5196, 0.3283, 0.1328], [-0.3717, -0.2978, 0.6822], [0.4395, -0.2462, -0.8224], [-0.2011, -0.2104, -0.0993], [0.1312, 0.2011, -0.1005], [-0.0940, 0.2360, -0.2270], [0.0172, -0.2775, 0.8203], [0.0588, 0.4588, 0.2781]], "mulliken_charge": [-0.82, 1.58, -0.78, -0.78, -0.48, -0.43, -1.01, 0.25, 0.20, 0.23, 0.21, -1.04, -0.42, -0.29, -0.75, 0.07, 0.29, 0.04, 0.32, -0.93, -0.40, -0.32, -0.51, 0.24, 0.14, 0.20, 0.22, -1.64, 0.51, -0.86, -0.24, -0.81, -0.51, 0.39, 0.42, 0.40, 0.34, 0.28, 0.31, 0.31, 0.28, 0.31, 0.20, 0.30]}

***

# 2
{"formula": "C10H23NSi", "method": "wB97M-V/def2-TZVPD", "relative_energy_kcal_mol": 104.5, "e_tot_ev": -20105.1688, "max_force_ev_per_a": 3.9, "orbital_gap_ha": [0.22909, 0.29774], "multiplicity": 1, "species": ["C", "C", "C", "C", "C", "C", "C", "C", "C", "C", "N", "Si", "H", "H", "H", "H", "H", "H", "H", "H", "H", "H", "H", "H", "H", "H", "H", "H", "H", "H", "H", "H", "H", "H", "H"], "positions_angstrom": [[2.00906, 3.23213, -0.42893], [1.27667, 2.17704, -0.80622], [-2.00188, 1.61892, 1.14581], [-2.52241, -1.99386, -1.80985], [3.17829, -1.13000, -1.29974], [1.14273, -1.44671, 2.23253], [-2.32226, 1.22181, -0.30386], [-2.15171, -1.11489, -0.53485], [1.69285, -0.87537, -1.40907], [1.51005, -0.05125, 1.86145], [-1.68829, 0.16005, -1.03059], [1.14824, 0.43597, -0.00094], [2.10547, 4.21098, -0.97332], [2.49426, 3.08064, 0.50180], [0.55967, 2.31400, -1.67757], [-1.17410, 2.28995, 1.45312], [-2.91510, 2.26784, 1.47954], [-2.10145, 0.80988, 1.97725], [-2.87284, -3.03478, -1.50494], [-3.40746, -1.53157, -2.21708], [-1.90715, -1.82946, -2.66460], [3.49347, -1.50540, -0.30334], [3.48242, -1.92843, -2.07288], [3.74800, -0.19438, -1.26782], [1.98360, -1.90055, 2.64673], [0.42909, -1.40049, 3.00526], [0.85615, -2.11903, 1.38771], [-3.47124, 1.15790, -0.34299], [-2.23216, 2.15121, -0.88953], [-3.07114, -0.95040, 0.10718], [-1.42525, -1.67044, -0.02838], [1.17983, -1.79856, -1.12576], [1.39008, -0.37598, -2.29747], [2.60695, 0.15090, 1.88323], [1.14454, 0.62625, 2.56440]], "atomic_forces_ev_per_a": [[-0.5445, -0.0157, -0.6520], [-1.0169, 0.1055, -0.5836], [-2.4704, 0.2305, 3.0385], [-2.0455, 0.1588, 1.9743], [1.0380, -1.0185, 0.0055], [-0.1248, -0.7539, -1.6056], [-1.2136, 1.8124, -0.4927], [-1.7887, -0.2434, -2.0800], [-0.0049, 0.7778, 3.5198], [1.7611, 1.0248, -2.8970], [1.4300, 0.3673, 1.3926], [-1.7948, -0.3422, -1.5377], [-0.3098, -1.1589, 0.6798], [1.0173, 0.5150, 0.6577], [1.1028, -0.5151, 0.8132], [0.1514, -0.7034, -0.9689], [1.3489, -0.8140, -0.6457], [0.5089, 0.7864, -1.7298], [1.0554, 1.0576, -0.7210], [-0.8649, 0.1844, 0.0506], [1.4202, -0.6665, -0.1258], [-0.6083, -0.4122, -0.4061], [0.1086, 1.5701, 1.0270], [0.1743, -0.1398, -1.1079], [1.4829, -1.0002, 0.8405], [-1.2891, -0.3533, 0.6001], [-0.2129, 0.6486, 0.6538], [1.2214, -0.7055, 0.1260], [0.5127, -0.0843, 0.0663], [0.9102, -0.6145, -0.4861], [1.1561, -0.6648, 1.2456], [-0.4104, 0.1609, -0.7407], [-0.4397, -0.1179, -0.8937], [-0.3341, -0.4673, 0.1449], [-0.9265, 1.3915, 0.8381]], "mulliken_charge": [-0.55, -0.15, -0.89, -1.43, -1.24, -1.25, -0.64, -0.09, -0.28, -0.41, -0.35, -0.21, 0.26, 0.22, 0.24, 0.27, 0.34, 0.21, 0.33, 0.38, 0.38, 0.30, 0.30, 0.37, 0.38, 0.36, 0.26, 0.48, 0.33, 0.44, 0.05, 0.30, 0.38, 0.37, 0.55]}

***

# 3
{"formula": "C10H23O16PS3", "method": "wB97M-V/def2-TZVPD", "e_tot_ev": -85288.0045, "max_force_ev_per_a": 9.3, "orbital_gap_ha": 0.29565, "multiplicity": 1, "species": ["O", "C", "C", "O", "C", "O", "C", "P", "O", "H", "H", "H", "H", "H", "H", "H", "H", "H", "H", "H", "C", "C", "O", "S", "O", "O", "O", "H", "H", "H", "H", "C", "C", "O", "S", "O", "O", "O", "H", "H", "H", "H", "C", "C", "O", "S", "O", "O", "O", "H", "H", "H", "H"], "positions_angstrom": [[7.42033, -1.01690, 1.31183], [5.98057, -1.04848, 1.53199], [5.11073, -0.21104, 0.44572], [3.91175, 0.42074, 1.01844], [2.87582, -0.56394, 1.27703], [1.79494, -0.09515, 2.13755], [0.50715, -0.68535, 1.77104], [0.50728, -2.57646, 1.55315], [-0.74010, -2.92309, 0.37046], [7.64453, -1.85913, 0.82790], [5.54236, -2.13481, 1.53468], [5.74746, -0.60242, 2.57061], [4.85949, -0.88458, -0.48207], [5.82999, 0.61362, 0.02259], [3.28840, -1.54391, 1.77957], [2.46966, -0.91309, 0.23050], [0.01437, -0.18321, 0.83095], [-0.22544, -0.45032, 2.65705], [1.72045, -3.07312, 0.96448], [-0.34150, -3.53016, -0.32244], [-2.19914, 0.59536, -3.10541], [-1.83059, 1.44340, -1.89602], [-0.74869, 0.75177, -1.27328], [0.12466, -0.00591, -2.41722], [1.25276, 0.82204, -2.74292], [0.25040, -1.38943, -2.05015], [-0.95757, 0.11370, -3.62374], [-2.80250, -0.26630, -2.81275], [-2.73152, 1.16959, -3.86462], [-2.66364, 1.56153, -1.20151], [-1.46919, 2.43040, -2.20132], [-5.75751, -0.92436, -5.91613], [-6.28116, -2.02936, -5.00828], [-5.93960, -1.61639, -3.68579], [-5.98055, 0.00720, -3.61101], [-7.25082, 0.40064, -3.06923], [-4.72788, 0.46836, -3.07940], [-6.00086, 0.29283, -5.21096], [-4.67842, -1.01877, -6.07044], [-6.26229, -0.91159, -6.88398], [-5.83755, -2.99989, -5.23562], [-7.37134, -2.10525, -5.06746], [0.56187, 2.00545, 5.86619], [1.81382, 2.76641, 6.28539], [2.74349, 2.56561, 5.22322], [1.92599, 2.43702, 3.81798], [1.93898, 3.72138, 3.17032], [2.33282, 1.22110, 3.15816], [0.44766, 2.20770, 4.45747], [0.67292, 0.93220, 6.04832], [-0.33199, 2.36926, 6.37674], [2.22388, 2.40495, 7.22987], [1.61534, 3.84014, 6.36251]], "atomic_forces_ev_per_a": [[-1.3478, -1.4878, -0.7820], [-1.7183, -0.3230, 0.4473], [1.1715, 0.0429, -0.7161], [0.1493, -1.6021, 0.2306], [-0.1435, -1.9717, -1.2130], [-2.0244, -6.5642, -6.1098], [-0.9036, 0.9532, -1.1605], [-1.8974, -1.2278, 0.9365], [2.4310, -0.4761, -0.1146], [-0.2740, 1.4576, 0.7486], [1.1413, 1.7815, 0.0952], [0.5212, -0.5699, -1.6542], [0.1470, 1.1089, 1.7286], [-1.6860, -1.2402, 1.0210], [-0.2812, 1.8859, -0.7466], [0.4799, 0.7690, 1.7417], [1.1312, -0.7943, 1.5221], [1.5955, -0.5929, -1.5224], [-0.3943, 0.9577, -0.5875], [-0.7540, 1.3012, 1.0408], [-0.2699, -0.2145, 0.3703], [-0.2436, 0.5677, -0.4701], [0.3530, -0.8490, -0.5731], [-0.0906, 0.2307, -0.1407], [-0.8166, -1.0658, 0.2563], [0.2534, 1.2572, -0.2622], [1.0316, 0.2193, 0.6855], [0.2971, 0.1777, -0.0461], [0.3830, -0.1646, 0.0153], [0.2346, -0.2057, 0.0415], [-0.0811, -0.0432, 0.0082], [0.4409, -0.5179, -0.2369], [-0.5412, -0.0297, -0.5017], [0.5160, 0.9978, 0.0346], [-0.6575, -0.1309, -0.0378], [1.4184, -0.0948, -0.3827], [-1.9665, -0.2690, -0.1802], [-0.2376, -0.1829, 0.9584], [-0.0777, -0.0476, -0.0254], [-0.0290, 0.2134, 0.2206], [0.0798, 0.1647, 0.2660], [0.0851, -0.0196, -0.0680], [0.1593, -0.3642, 0.4510], [-0.3046, 0.4483, 0.1770], [-0.6177, -0.3047, -0.1148], [1.0665, 0.1539, -0.4081], [-0.3102, -1.1170, 0.3709], [1.8588, 7.4151, 5.2360], [0.6230, 0.3895, -0.1576], [0.0044, 0.0725, 0.0508], [0.0515, 0.0343, -0.2852], [0.1107, -0.0525, -0.2427], [-0.0669, -0.0762, 0.0851]], "mulliken_charge": [-0.53, -0.35, -0.24, -0.31, -0.39, -0.04, 0.14, 0.08, -0.47, 0.33, 0.26, 0.16, 0.26, 0.28, 0.25, 0.23, -0.09, 0.27, -0.01, 0.29, -0.20, -0.36, -0.32, 1.13, -0.58, -0.51, -0.33, 0.19, 0.36, 0.33, 0.28, -0.30, -0.34, -0.30, 1.03, -0.58, -0.46, -0.31, 0.27, 0.31, 0.32, 0.29, -0.32, -0.38, -0.33, 1.06, -0.64, -0.29, -0.36, 0.26, 0.32, 0.32, 0.30]}